*1*
Below is C12H21N5O3 as an isolated structure, with properties calculated with ωB97M-V/def2-TZVPD.

E_HOMO in eV: -9.0
E_LUMO in eV: 0.630

Geometry as XYZ:
```
41
C12H21N5O3 (ωB97M-V/def2-TZVPD)
C -1.0980 1.5299 1.3179
C -0.1610 0.6072 0.6389
C -1.4083 1.0571 2.7197
C -1.8240 2.3280 3.4933
C -1.2852 2.6563 4.7317
C -3.0817 3.8919 4.1132
C 0.6871 -0.2818 -1.3471
C 1.9740 0.4550 -1.8096
C -0.0337 -0.9911 -2.5696
C 0.5870 -1.9757 -3.6174
C 1.0436 -3.2014 -2.8961
C 2.4666 -3.1651 -2.4286
H -3.1749 1.3694 0.8649
H -2.4935 2.9788 0.4389
H -0.4406 2.4433 1.3884
H -2.0686 0.1902 2.7376
H -0.4484 0.6350 3.0182
H -0.3077 2.4595 5.1762
H -4.0671 4.5015 4.3229
H -2.0879 4.2247 6.0596
H -1.1817 0.8283 -1.1423
H 1.0374 -0.9773 -0.5159
H -0.8623 -1.6080 -2.3219
H -0.3613 -0.2251 -3.3177
H -0.2862 -2.1558 -4.2955
H 1.4044 -1.6019 -4.1572
H 0.2882 -3.6288 -2.2527
H 0.9329 -3.9305 -3.5843
H 2.5652 -2.3549 -1.7872
H 3.1479 -3.0950 -3.2844
H 2.7169 -5.1248 -2.2099
H 4.0488 -4.2101 -1.4480
H 2.2885 0.0176 -0.0200
N -2.1334 1.9026 0.3104
N -2.8366 3.1194 3.1108
N -2.1895 3.6850 5.1307
N -0.2938 0.4977 -0.6555
N 2.9411 -4.3252 -1.5594
O 0.8711 0.2089 1.2988
O 2.3554 0.6492 -2.9625
O 2.7694 0.6158 -0.6895
```

*2*
Below is a single C12H21N5O3 molecule, with properties calculated with ωB97M-V/def2-TZVPD.

E_HOMO in eV: -8.9
SMILES: NCCCC[C@H](NC(=O)[C@@H](N)Cc1c[nH]cn1)C(=O)O
E_LUMO in eV: 0.769

Geometry as XYZ:
```
41
C12H21N5O3 (ωB97M-V/def2-TZVPD)
N -4.4330 -2.5049 -1.0698
C -3.0248 -2.2371 -1.3862
C -2.1259 -2.5841 -0.2475
C -2.3052 -1.7424 1.0113
C -2.0756 -0.2563 0.8517
C -0.6143 0.1127 0.4460
N 0.1934 -0.2781 1.5860
C 1.6154 -0.2649 1.5910
O 2.2985 0.1593 2.5128
C 2.3269 -0.5976 0.2388
N 2.1081 -1.9742 -0.3193
C 2.1411 0.4408 -0.8860
C 2.5904 1.8339 -0.6251
C 3.6330 2.2232 0.1682
N 3.5267 3.6175 0.2259
C 2.4407 3.9666 -0.4892
N 1.8632 2.9323 -1.0395
C -0.5541 1.6574 0.2569
O -0.5451 2.4890 1.1811
O -0.6278 2.0054 -1.0493
H -4.7748 -1.7700 -0.4257
H -5.0425 -2.4386 -1.9045
H -2.7287 -2.9174 -2.2235
H -2.8213 -1.1817 -1.6249
H -1.0772 -2.5910 -0.5594
H -2.3736 -3.5874 0.0224
H -3.3398 -1.9291 1.4293
H -1.5689 -2.1359 1.7621
H -2.7667 0.2088 0.1295
H -2.2707 0.2733 1.8447
H -0.4121 -0.3574 -0.4992
H -0.1106 0.1988 2.4150
H 3.3698 -0.5122 0.4715
H 2.0238 -2.5930 0.4809
H 1.2615 -1.9825 -0.8883
H 2.6906 0.0368 -1.7445
H 1.1303 0.4760 -1.3485
H 4.3545 1.6300 0.7165
H 4.1345 4.2567 0.7597
H 2.1414 5.0031 -0.6264
H -0.2510 2.9143 -1.1448
```

Most favorable first, least favorable last: *2*, *1*

*1*
Below is a 12-piece molecular cluster, H24O12 overall, with properties calculated with ωB97M-V/def2-TZVPD.

Net charge: +1
E_HOMO (alpha / beta) in eV: -14.5 / -13.7
2S+1: 2
E_LUMO (alpha / beta) in eV: -3.313 / -11.652

Geometry as XYZ:
```
36
H24O12 (ωB97M-V/def2-TZVPD)
O -0.2249 -0.5898 -3.6843
H 0.5788 -0.4646 -3.1782
H -0.6187 -1.4593 -3.5368
O 2.2186 3.1582 0.9328
H 1.8554 2.5835 0.2740
H 2.3662 2.6112 1.7066
O -0.1523 2.6497 -0.6685
H 0.5098 3.3013 -0.9787
H -0.9654 3.0801 -0.9928
O -0.6293 -4.6023 -1.8167
H -1.0314 -4.9673 -1.0040
H 0.1404 -4.1574 -1.4212
O 1.8683 1.4275 4.4784
H 1.2187 0.7150 4.5666
H 2.0859 1.8076 3.6510
O 2.4694 -3.1618 -2.7669
H 2.6115 -2.3287 -2.3617
H 1.5080 -3.1555 -2.8998
O -3.3474 -2.5041 -0.4387
H -4.2590 -2.6761 -0.7303
H -3.0808 -1.6501 -0.7372
O -1.0765 4.5302 0.9188
H -0.2589 5.0544 0.8729
H -0.6894 3.6486 0.8177
O -0.2731 -1.9360 2.9183
H 0.2680 -1.7069 3.6548
H -1.1702 -1.6336 2.9259
O 1.8059 -0.1893 -1.4843
H 1.8709 -0.7635 -0.7175
H 1.0185 0.3233 -1.6418
O -4.3078 1.4934 -1.0109
H -4.1378 2.2695 -0.5010
H -4.6616 0.8321 -0.4184
O 2.0124 -0.2677 1.4493
H 2.8106 -0.2047 1.9883
H 1.6674 -1.0668 1.8344
```

*2*
Below is a 12-piece molecular cluster, H24O12 overall, with properties calculated with ωB97M-V/def2-TZVPD.

Net charge: +1
E_HOMO (alpha / beta) in eV: -13.3 / -13.3
2S+1: 2
E_LUMO (alpha / beta) in eV: -3.033 / -10.108

Geometry as XYZ:
```
36
H24O12 (ωB97M-V/def2-TZVPD)
O -1.9927 -1.0462 2.4208
H -2.2684 -1.5735 3.1706
H -1.1136 -1.3637 2.2143
O -0.1995 -3.0041 1.2042
H 0.1720 -3.7126 0.6786
H -1.0064 -2.7648 0.7483
O -0.3788 3.2584 0.8160
H 0.1126 3.5655 0.0541
H -0.8657 4.0270 1.1132
O -0.0449 -2.5515 -1.9295
H 0.0861 -3.3368 -1.3981
H -0.9501 -2.2928 -1.7564
O -2.5372 1.2364 1.2106
H -1.6928 1.6242 0.9810
H -2.3136 0.4062 1.6312
O 3.0054 0.0528 -0.9380
H 2.6800 -0.5160 -1.6357
H 3.8740 0.3241 -1.2350
O 3.2851 1.3562 1.2969
H 3.0003 0.6237 0.7505
H 2.4918 1.6388 1.7519
O -2.3323 -1.4051 -0.8281
H -3.2455 -1.4272 -1.1142
H -2.3005 -0.7002 -0.1813
O 0.7704 1.4501 2.6158
H 0.3560 2.2604 2.3193
H 0.5719 0.8137 1.9288
O 0.0813 0.1994 0.2031
H 0.2925 -0.6429 -0.1998
H -0.2160 0.7456 -0.5245
O 1.8164 -1.1151 -3.0270
H 2.3085 -1.8806 -3.3238
H 0.9582 -1.4615 -2.7824
O -0.9379 2.0593 -1.9557
H -0.9468 2.4092 -2.8466
H -0.5198 2.7437 -1.4332
```

*3*
Below is a 12-piece molecular cluster, H24O12 overall, with properties calculated with ωB97M-V/def2-TZVPD.

Net charge: +1
E_HOMO (alpha / beta) in eV: -13.5 / -13.5
2S+1: 2
E_LUMO (alpha / beta) in eV: -3.263 / -10.823

Geometry as XYZ:
```
36
H24O12 (ωB97M-V/def2-TZVPD)
O -8.9338 -18.5112 12.7684
H -8.9262 -19.3313 13.2619
H -8.6320 -17.8521 13.3935
O -11.5264 -16.7314 14.4565
H -12.4790 -16.6729 14.3827
H -11.3274 -16.3423 15.3081
O -9.0531 -16.8036 16.4387
H -8.5515 -16.3792 15.7426
H -8.5705 -17.6087 16.6257
O -8.5284 -13.9231 15.3065
H -8.4858 -12.9680 15.2582
H -9.0270 -14.1806 14.5310
O -9.8037 -14.8562 13.1612
H -10.3672 -14.5643 12.4446
H -10.1025 -15.7448 13.3547
O -7.4313 -16.5490 14.0665
H -7.4582 -15.6060 13.9040
H -6.5132 -16.7882 13.9399
O -6.4551 -19.3915 16.1044
H -7.2658 -19.8064 16.3991
H -5.8709 -20.1224 15.9027
O -7.3145 -14.7546 17.9354
H -7.0865 -15.6287 18.2520
H -8.0606 -14.8973 17.3530
O -8.8970 -20.4211 17.1015
H -9.3549 -20.9555 16.4526
H -9.4649 -19.6614 17.2306
O -5.6048 -17.7668 18.1390
H -5.7661 -18.3509 18.8800
H -5.7979 -18.2992 17.3673
O -11.3198 -16.7102 17.7123
H -10.6332 -16.6161 17.0520
H -10.9170 -17.2349 18.4042
O -10.0182 -18.2659 19.5574
H -9.2240 -17.7326 19.5248
H -10.4220 -18.0440 20.3964
```

Most favorable first, least favorable last: *2*, *3*, *1*

*1*
Below is a single C2H7N molecule, with properties calculated with ωB97M-V/def2-TZVPD.

E_HOMO in eV: -8.9
SMILES: CNC
E_LUMO in eV: 1.243

Geometry as XYZ:
```
10
C2H7N (ωB97M-V/def2-TZVPD)
C 0.2201 1.1845 -0.1973
N 0.4365 -0.0423 0.5643
C -0.2058 -1.2003 -0.0334
H -0.8377 1.4278 -0.3933
H 0.7263 1.1036 -1.1759
H 0.6679 2.0405 0.3416
H 0.0786 0.0832 1.5134
H 0.0105 -2.1003 0.5782
H 0.2148 -1.4014 -1.0236
H -1.3112 -1.0953 -0.1741
```

*2*
Below is a 2-piece molecular cluster, C2H7N overall, with properties calculated with ωB97M-V/def2-TZVPD.

E_HOMO in eV: -9.9
SMILES: C=N.C
E_LUMO in eV: 1.151

Geometry as XYZ:
```
10
C2H7N (ωB97M-V/def2-TZVPD)
C 1.7894 0.7141 3.9801
N 2.9650 0.2516 4.1201
H 1.0597 0.8527 4.7877
H 1.4451 1.0144 2.9761
H 3.1890 -0.2027 3.2315
C -2.0435 -0.5205 -3.8278
H -1.2340 -0.5615 -3.1086
H -2.7399 0.1939 -3.3775
H -1.7443 -0.3462 -4.8694
H -2.6866 -1.3958 -3.9123
```

Most favorable first, least favorable last: *1*, *2*